ORCA calculation (ωB97M-V/def2-TZVPD) on C15H12BeF5N5O3S as an isolated structure.

Calculated values
**ΔE to the lowest compared entry with this formula, charge and spin**: 0.000 eV
**Lowest unoccupied orbital energy**: 5.1 eV
**Total charge**: -2

Last column: Löwdin charge in e.
Cartesian coordinates (Å):
Be: 0.1402 -1.7630 0.6613  0.152
N: 0.9114 2.9246 -0.0333  0.003
C: -0.0179 1.8768 0.0390  -0.973
S: -1.5323 2.2576 0.7928  0.383
N: 0.4226 0.7723 -0.4833  0.012
N: -0.3679 -0.3737 -0.3558  -0.005
C: -1.4393 -0.4016 -1.0470  -0.089
C: -2.3718 -1.5089 -1.0421  -0.130
C: -3.4675 -1.4865 -1.9027  -0.073
C: -4.4160 -2.4945 -1.9025  -0.148
C: -4.2585 -3.5469 -0.9937  -0.134
C: -3.1931 -3.5915 -0.1228  -0.016
C: -2.1990 -2.5773 -0.1165  -0.305
O: -1.2139 -2.6328 0.7040  -0.036
H: 0.4680 3.8237 -0.1207  0.027
H: 1.6433 2.7327 -0.7058  0.065
H: -1.6800 0.4686 -1.6562  0.114
H: -3.5700 -0.6443 -2.5812  0.100
H: -5.2610 -2.4640 -2.5796  0.072
H: -4.9932 -4.3469 -0.9704  0.082
H: -3.0737 -4.4036 0.5841  0.105
F: 0.6990 -3.0063 -1.5812  -0.015
C: 1.2347 -2.9481 -0.2784  -0.271
F: 1.0490 -4.2521 0.2131  -0.017
C: 2.7418 -2.9266 -0.5486  -0.591
F: 3.1303 -3.9499 -1.3764  0.077
F: 3.1347 -1.8062 -1.1630  0.129
F: 3.4656 -3.0869 0.5659  0.123
C: -1.6094 1.0123 4.3614  -0.070
N: -0.4086 0.5922 3.6797  -0.079
C: 0.6887 1.3897 3.6031  -0.109
C: 1.7743 1.0199 2.9178  -0.020
C: 1.7301 -0.2011 2.1146  -0.500
O: 2.6832 -0.5329 1.4191  0.009
N: 0.5608 -0.9450 2.1442  0.149
C: -0.4599 -0.6430 3.0082  -0.495
O: -1.4258 -1.3598 3.2320  0.037
H: -1.4931 2.0558 4.6536  0.075
H: -1.8052 0.3974 5.2435  0.079
H: -2.4594 0.9244 3.6865  0.077
H: 0.6174 2.3378 4.1221  0.112
H: 2.6395 1.6577 2.8299  0.095

---

ORCA calculation (ωB97M-V/def2-TZVPD) on C15H12ClN5OS in the gas phase at a distorted geometry.

Calculated values
**ΔE to the lowest compared entry with this formula, charge and spin**: 0.000 eV
**SMILES**: O=C(CSc1nnnn1-c1ccccc1)Nc1ccc(Cl)cc1
**Lowest unoccupied orbital energy**: 0.1 eV
**Total charge**: 0

Last column: Löwdin charge in e.
Cartesian coordinates (Å):
O: -0.0515 1.1233 -3.5892  0.069
C: -0.2950 0.2338 -2.8057  -0.535
C: -1.7245 -0.0294 -2.3276  -0.334
S: -2.0707 0.7376 -0.7069  1.036
C: -1.4159 -0.4484 0.3608  -0.569
N: -0.7850 -1.5442 -0.0304  -0.008
N: -0.4274 -2.1883 1.0701  -0.016
N: -0.7914 -1.5716 2.1042  0.052
N: -1.4316 -0.4483 1.7272  -0.034
C: -1.9403 0.4441 2.6816  -0.191
C: -1.6087 0.2184 4.0152  -0.015
C: -2.0899 1.0695 4.9905  -0.070
C: -2.8976 2.1416 4.6456  -0.081
C: -3.2262 2.3581 3.3184  -0.071
C: -2.7526 1.5137 2.3296  -0.037
N: 0.5945 -0.6285 -2.2638  0.120
C: 1.9776 -0.6834 -2.4495  -0.212
C: 2.6873 -1.6121 -1.6882  -0.017
C: 4.0562 -1.7271 -1.8215  -0.106
C: 4.7235 -0.9103 -2.7217  -0.685
Cl: 6.4385 -1.0516 -2.8930  0.660
C: 4.0303 0.0162 -3.4833  -0.098
C: 2.6593 0.1313 -3.3493  -0.003
H: -2.4189 0.4617 -3.0090  0.087
H: -1.9476 -1.0915 -2.2450  0.085
H: -0.9805 -0.6216 4.2648  0.104
H: -1.8315 0.8947 6.0235  0.108
H: -3.2708 2.8061 5.4095  0.105
H: -3.8572 3.1892 3.0439  0.109
H: -3.0209 1.6891 1.3006  0.040
H: 0.2300 -1.2813 -1.5641  0.085
H: 2.1597 -2.2435 -0.9878  0.110
H: 4.6040 -2.4449 -1.2318  0.105
H: 4.5596 0.6466 -4.1801  0.106
H: 2.1154 0.8512 -3.9376  0.102

---

ORCA calculation (ωB97M-V/def2-TZVPD) on C15H12F5IN2O4TeW as an isolated structure at a distorted geometry.

Calculated values
**ΔE to the lowest compared entry with this formula, charge and spin**: 0.954 eV
**Lowest unoccupied orbital energy**: -9.3 eV
**Total charge**: +2

Last column: Löwdin charge in e.
Cartesian coordinates (Å):
W: 0.2933 0.7123 0.0796  1.762
C: -0.1198 0.6286 4.4377  0.013
C: 0.7068 -0.4509 3.8158  -0.229
N: 1.5669 -1.1231 4.5714  0.176
C: 2.3132 -2.1105 4.0703  -0.019
C: 2.2814 -2.4992 2.7399  -0.098
C: 3.0976 -3.6539 2.2017  -0.169
O: 2.2435 -4.6378 1.6266  -0.047
C: 1.4065 -1.7897 1.9178  -0.079
C: 1.2735 -2.1265 0.5237  0.018
N: 0.6995 -1.4117 -0.3868  -0.100
C: 0.5087 -2.0502 -1.6635  -0.351
C: 0.1354 -3.3880 -1.7347  0.007
C: 0.0058 -4.0102 -2.9675  -0.012
C: 0.2338 -3.3071 -4.1408  -0.017
C: 0.5704 -1.9588 -4.0918  -0.094
C: 0.6866 -1.3649 -2.8544  -0.577
I: 1.1533 0.6634 -2.6890  1.394
C: 0.6138 -0.7904 2.4668  -0.199
O: -0.2777 -0.1722 1.6132  -0.214
H: -0.4535 0.3040 5.4205  0.102
H: -0.9776 0.8905 3.8232  0.083
H: 0.4912 1.5219 4.5781  0.100
H: 2.9705 -2.6115 4.7718  0.138
H: 3.7317 -4.0512 2.9919  0.137
H: 3.7567 -3.3080 1.4060  0.136
H: 2.0472 -5.3309 2.2677  0.115
H: 1.6687 -3.0859 0.2038  0.141
H: -0.0702 -3.9413 -0.8250  0.138
H: -0.2858 -5.0512 -3.0046  0.132
H: 0.1383 -3.7956 -5.1011  0.132
H: 0.7364 -1.3959 -5.0005  0.120
F: -0.9954 3.6215 2.1219  -0.416
Te: 0.1817 3.8231 0.7412  2.054
F: 2.0797 0.5443 0.3885  -0.312
F: -1.3450 1.6235 0.4586  -0.423
F: -1.2646 4.3374 -0.2484  -0.415
F: 0.8578 2.0725 1.7255  -0.491
O: 0.6025 2.5166 -0.5944  -0.895
O: -2.5353 -1.0032 -0.6875  0.272
C: -1.6335 -0.3634 -0.8412  -0.012

---

ORCA calculation (ωB97M-V/def2-TZVPD) on C15H12N2O3S in the gas phase.

Calculated values
**ΔE to the lowest compared entry with this formula, charge and spin**: 0.815 eV
**SMILES**: COC(=O)c1ccc(COc2ncnc3sccc23)cc1
**Lowest unoccupied orbital energy**: 0.5 eV
**Total charge**: 0

Last column: Löwdin charge in e.
Cartesian coordinates (Å):
C: -5.8830 -2.1233 0.8117  -0.048
O: -4.5787 -1.5973 0.6228  -0.046
C: -4.5195 -0.3412 0.1522  -0.459
O: -5.5019 0.3134 -0.0988  0.113
C: -3.1281 0.1386 -0.0200  -0.126
C: -2.0272 -0.6590 0.2771  0.002
C: -0.7492 -0.1653 0.0994  -0.009
C: -0.5491 1.1228 -0.3822  -0.179
C: 0.8362 1.6795 -0.5605  -0.120
O: 1.7823 0.6325 -0.7402  0.008
C: 2.9533 0.7354 -0.1183  -0.280
N: 3.2365 1.7888 0.6290  0.145
C: 4.4215 1.8345 1.2294  -0.201
N: 5.3748 0.9376 1.1680  0.072
C: 5.0999 -0.1244 0.4194  -0.546
S: 6.1769 -1.4574 0.1695  1.053
C: 5.0018 -2.2336 -0.8446  -0.392
C: 3.8563 -1.5336 -0.9932  -0.115
C: 3.8891 -0.3101 -0.2719  -0.162
C: -1.6516 1.9178 -0.6804  -0.023
C: -2.9298 1.4325 -0.4984  -0.001
H: -5.7523 -3.1313 1.1969  0.093
H: -6.4410 -1.5095 1.5220  0.098
H: -6.4258 -2.1413 -0.1359  0.098
H: -2.1793 -1.6603 0.6480  0.118
H: 0.1050 -0.7842 0.3285  0.115
H: 0.8737 2.3316 -1.4415  0.141
H: 1.1273 2.2718 0.3165  0.126
H: 4.6129 2.7116 1.8314  0.112
H: 5.2494 -3.1846 -1.2738  0.064
H: 3.0156 -1.8494 -1.5828  0.114
H: -1.5016 2.9198 -1.0547  0.116
H: -3.7944 2.0377 -0.7247  0.121

---

Number 1: frontier orbital gap 6.70 eV. Number 2: frontier orbital gap 8.49 eV. Number 3: frontier orbital gap 6.12 eV. Number 4: frontier orbital gap 9.35 eV.